No. 1
Below is 5 unconnected molecules or ions with the total composition C20H48BO14S4, with properties calculated with ωB97M-V with the def2-TZVPD basis set.

Cartesian coordinates (Å):
C 5.6905 -1.5455 2.0684
C 4.6520 -1.9116 1.3258
C 3.4666 -1.0581 0.9871
B 2.8329 -0.1820 2.2569
C 1.5016 0.6789 1.8030
C 0.2518 -0.1619 1.7412
O -0.9874 0.6099 1.9654
C -1.9896 -0.0619 2.5553
O -1.9289 -0.4558 3.6907
C -3.2654 -0.2737 1.7440
C -3.8147 -1.6885 1.9734
H 5.6619 -0.6670 2.7018
H 6.5962 -2.1433 2.0754
H 4.6713 -2.9290 0.9306
H 3.7752 -0.3825 0.1752
H 2.6943 -1.7201 0.5706
H 3.7018 0.5902 2.6653
H 2.5451 -0.9746 3.1594
H 1.3641 1.4799 2.5370
H 1.6689 1.1682 0.8337
H 0.1653 -0.6082 0.7444
H 0.3301 -0.9553 2.4850
H -3.1067 -0.0679 0.6863
H -4.0081 0.4351 2.1215
H -4.9035 -1.6881 1.8874
H -3.5658 -2.0292 2.9753
H -3.4379 -2.3865 1.2261
O -2.5536 -1.6259 -1.8447
S -1.5495 -1.6942 -2.8651
O -0.2141 -2.0783 -2.5271
O -1.5305 -0.3282 -3.6578
C -1.4183 0.8883 -2.8482
C -0.0169 1.1268 -2.3337
C -2.1166 -2.7194 -4.1806
H -2.1419 0.8309 -2.0351
H -1.7379 1.6787 -3.5231
H 0.2781 0.3810 -1.5969
H 0.0277 2.1060 -1.8567
H 0.7036 1.0962 -3.1513
H -3.1192 -2.4087 -4.4604
H -2.1227 -3.7406 -3.8049
H -1.4265 -2.6256 -5.0148
O 1.3066 -7.1887 -1.9950
S -0.0340 -6.9311 -1.5625
O -0.4926 -7.4981 -0.3319
O -1.0269 -7.3672 -2.7390
C -0.8492 -8.6934 -3.2821
C -1.4281 -9.7727 -2.3919
C -0.3877 -5.2147 -1.6082
H 0.2116 -8.8564 -3.4769
H -1.3641 -8.6620 -4.2409
H -0.8708 -9.8600 -1.4610
H -1.3895 -10.7307 -2.9123
H -2.4646 -9.5463 -2.1419
H -0.0689 -4.8218 -2.5691
H 0.1687 -4.7371 -0.8043
H -1.4563 -5.0804 -1.4578
O 3.0639 3.6407 0.3084
S 4.1826 3.7200 1.1983
O 4.0350 3.4680 2.5934
O 4.8497 5.1731 1.0263
C 3.9549 6.2979 1.1385
C 3.5935 6.6190 2.5742
C 5.5047 2.7512 0.5747
H 3.0657 6.1064 0.5355
H 4.4982 7.1235 0.6803
H 2.9858 5.8307 3.0144
H 3.0305 7.5534 2.6070
H 4.4941 6.7249 3.1795
H 5.6470 2.9804 -0.4777
H 5.1952 1.7139 0.7182
H 6.3980 2.9664 1.1544
O -3.4184 4.3649 -1.4809
S -3.7213 5.3136 -0.4500
O -2.7020 6.2112 -0.0030
O -4.3662 4.5594 0.7775
C -3.6613 3.4025 1.3152
C -2.4744 3.7629 2.1711
C -5.1437 6.2469 -0.9038
H -3.3554 2.7529 0.4948
H -4.4211 2.8790 1.8916
H -1.6832 4.2002 1.5626
H -2.0778 2.8588 2.6324
H -2.7258 4.4854 2.9480
H -5.9261 5.5625 -1.2188
H -4.8431 6.8938 -1.7249
H -5.4567 6.8386 -0.0480

Atoms 1-6, force components in eV/Å:
C 0.3 0.0 0.2
C -0.2 0.0 -0.2
C -0.3 -0.3 0.5
B 0.3 -0.2 -0.3
C 0.0 0.2 0.1
C 0.8 -0.1 0.0

Results
2S+1: 1
Net charge: -1
Orbital gap (hartree): 0.2378
E_HOMO (eV): -4.652

Löwdin population analysis, charges in e, atoms 1 to 2: number 1, C, carries -0.05; number 2, C, carries -0.24

=====

No. 2
Below is C3H3N3 in the gas phase in a non-equilibrium geometry, with properties calculated with ωB97M-V with the def2-TZVPD basis set.

Cartesian coordinates (Å):
N -1.6970 0.5270 1.5694
C -0.8902 0.0037 0.9322
C 0.2399 -0.4077 0.1151
N 0.8067 0.9517 -0.1633
C -0.1665 -1.1998 -1.0889
N -0.4759 -1.8128 -2.0216
H 0.9164 -1.0899 0.6787
H 1.0897 1.4717 0.6724
H 0.1768 1.5560 -0.6939

Atoms 1-6, force components in eV/Å:
N 0.4 -0.5 -0.3
C -1.6 -0.4 1.1
C 0.1 0.9 0.0
N 1.2 -0.5 -0.9
C -0.1 0.1 -0.8
N 0.4 0.8 1.3

Results
SMILES: N#CC(N)C#N
2S+1: 1
Energy above the lowest of the compared OMol25 structures with the same formula, charge and spin (kcal/mol): 30.9
Orbital gap (hartree): 0.4068
E_HOMO (eV): -10.629

natural (NBO) population analysis, charges in e, atoms 1 to 2: number 1, N, carries -0.29; number 2, C, carries 0.25

=====

No. 3
Below is 4 unconnected molecules or ions with the total composition C13H31F3O9S4 in a non-equilibrium geometry, with properties calculated with ωB97M-V with the def2-TZVPD basis set.

Cartesian coordinates (Å):
C 2.3045 2.4185 -2.2219
C 3.1388 1.1618 -2.0329
O 4.0854 1.0380 -3.0952
C 4.4624 -0.2993 -3.3025
C 3.3937 -0.9565 -4.1812
O 3.2284 -2.3552 -3.9898
C 2.6796 -2.6710 -2.7724
O 1.3440 -2.1309 -2.7059
S 0.7093 -2.0584 -1.2106
O 1.7200 -1.6518 -0.2823
O -0.1289 -0.6576 -1.4742
C -1.1628 -0.8364 -2.4056
O -1.5479 0.4733 -2.8013
C -2.6964 0.4824 -3.5186
F -2.9908 1.7626 -3.8245
F -3.7390 -0.0497 -2.8304
F -2.5761 -0.2306 -4.6778
H 2.3713 3.0583 -1.3518
H 2.6171 2.9771 -3.0936
H 1.2569 2.1707 -2.3532
H 3.6371 1.2019 -1.0716
H 2.4723 0.3013 -2.0603
H 4.5974 -0.8238 -2.3600
H 5.4067 -0.2651 -3.8290
H 2.4677 -0.4111 -4.0317
H 3.6643 -0.8330 -5.2199
H 2.6495 -3.7505 -2.7067
H 3.2733 -2.2628 -1.9623
H -1.9980 -1.3495 -1.9407
H -0.8374 -1.3761 -3.2879
C 2.2720 1.9963 2.5121
S 4.0554 1.9996 2.2991
O 4.3096 1.7202 0.8593
C 4.3560 0.4642 3.1812
H 1.8726 2.8613 1.9877
H 1.8545 1.0833 2.0871
H 2.0338 2.0715 3.5728
H 3.7922 -0.3416 2.7114
H 4.0606 0.5831 4.2234
H 5.4211 0.2519 3.1248
C -2.2271 0.6979 2.7969
S -0.8278 1.5834 2.1022
O -0.7047 2.8637 2.8477
C -1.5971 1.9527 0.5241
H -1.9676 0.4051 3.8118
H -3.1057 1.3398 2.8178
H -2.4264 -0.1917 2.1994
H -2.5132 2.5216 0.6835
H -1.8120 1.0235 -0.0013
H -0.8947 2.5410 -0.0621
C -7.2967 -1.6714 3.9039
S -5.6580 -1.1588 4.4316
O -5.2513 -0.0339 3.5508
C -4.8027 -2.6240 3.8381
H -7.9872 -0.8662 4.1430
H -7.2951 -1.8498 2.8288
H -7.5848 -2.5736 4.4432
H -4.9736 -2.7378 2.7675
H -5.1637 -3.4983 4.3791
H -3.7408 -2.4889 4.0308

Atoms 1-6, force components in eV/Å:
C -0.2 -0.1 0.1
C -0.3 0.3 -0.3
O 0.1 0.2 0.1
C -0.3 0.3 -0.3
C 0.4 0.3 -0.1
O -0.3 -0.1 -0.1

Results
2S+1: 1
Energy above the lowest of the compared OMol25 structures with the same formula, charge and spin (kcal/mol): 0.0
Orbital gap (hartree): 0.3195
E_HOMO (eV): -8.622

natural (NBO) population analysis, charges in e, atoms 1 to 2: number 1, C, carries -0.64; number 2, C, carries -0.08

=====

No. 4
Below is a gas-phase ion, C4H5O3 (charge +1) in a non-equilibrium geometry, with properties calculated with ωB97M-V with the def2-TZVPD basis set.

Cartesian coordinates (Å):
C 1.7580 -0.9712 0.0279
C 2.8643 -0.0218 -0.0275
C -0.5634 -0.2480 -0.2729
C -2.7080 0.6975 -0.1294
O 0.5616 -0.5771 0.0040
O 2.7841 1.1263 -0.3234
O -1.4920 0.1626 0.4634
H 1.9280 -1.9946 0.2601
H 3.6404 -0.4354 0.5131
H -3.3558 0.8002 0.8107
H -3.0239 -0.1042 -0.8010
H -2.3934 1.5658 -0.5249

Atoms 1-6, force components in eV/Å:
C 1.8 -0.5 -0.3
C -1.6 0.4 0.5
C -3.2 0.9 -2.2
C -2.0 -3.3 2.7
O -0.4 0.3 1.6
O -0.4 1.0 -0.8

Results
2S+1: 1
Net charge: +1
Energy above the lowest of the compared OMol25 structures with the same formula, charge and spin (kcal/mol): 120.7
Orbital gap (spin up / spin down) (hartree): 0.2817 / 0.3170
E_HOMO (spin up / spin down) (eV): -14.565 / -15.045

natural (NBO) population analysis, charges in e, atoms 1 to 2: number 1, C, carries 0.20; number 2, C, carries 0.31